C31H75O26P3S5 as an isolated structure in a non-equilibrium geometry, computed with wB97M-V/def2-TZVPD.

Element x y z (Å)
C: -13.960612 -13.861565 19.550773
C: -13.977696 -12.967530 20.762626
C: -12.798642 -13.208282 21.743116
O: -12.629537 -11.802978 22.273018
C: -12.985641 -10.978833 21.261932
O: -12.683476 -9.806537 21.253096
O: -13.617571 -11.615818 20.297859
H: -14.392878 -14.792346 19.841546
H: -12.923884 -14.102450 19.393366
H: -14.385370 -13.396823 18.668992
H: -14.866438 -12.794962 21.297707
H: -11.933995 -13.534445 21.092318
H: -12.895265 -13.769095 22.685404
C: -7.423641 -14.813901 18.661001
C: -7.903466 -15.547900 19.924307
C: -9.329127 -15.507786 20.386111
O: -9.475877 -16.802456 20.864044
C: -8.509553 -17.648984 20.356983
O: -8.482857 -18.854690 20.585993
O: -7.660268 -16.949981 19.624683
H: -8.032355 -15.059721 17.764083
H: -6.404485 -15.033191 18.376618
H: -7.562834 -13.768073 18.644340
H: -7.204964 -15.266116 20.661071
H: -10.021686 -15.182480 19.600298
H: -9.393680 -14.858383 21.280599
C: -12.536186 -18.681643 23.886020
C: -12.009555 -18.194055 22.551490
C: -11.893767 -19.215467 21.347531
O: -13.138545 -19.085213 20.651789
C: -13.749390 -17.951206 21.047901
O: -14.794554 -17.614437 20.626869
O: -13.050318 -17.311812 22.013265
H: -13.573895 -19.083212 23.811051
H: -12.472604 -17.871580 24.597149
H: -11.876634 -19.505363 24.231218
H: -11.073829 -17.571759 22.664764
H: -11.724910 -20.212798 21.672421
H: -11.045320 -18.952478 20.706227
C: -7.787481 -4.136135 22.275675
O: -8.144791 -5.584245 22.154816
P: -9.149209 -6.127559 21.081755
O: -10.223876 -5.195215 20.778155
O: -8.181837 -6.489854 19.905971
C: -8.396563 -7.331485 18.786298
O: -9.551796 -7.513762 21.652566
C: -10.736090 -7.591944 22.505624
H: -6.829115 -3.905540 21.797363
H: -7.647828 -3.871300 23.350691
H: -8.546897 -3.523519 21.795852
H: -7.437956 -7.357220 18.238341
H: -9.254493 -7.039661 18.164031
H: -8.608362 -8.364308 19.107916
H: -11.458189 -6.861840 22.235955
H: -10.257732 -7.545424 23.469108
H: -11.057620 -8.631410 22.428454
C: -13.217429 -15.252130 14.962595
O: -13.002647 -15.218043 16.390514
P: -12.239608 -16.324437 17.205274
O: -11.979759 -15.892424 18.565336
O: -13.132371 -17.704526 17.049564
C: -14.507921 -17.664041 17.457007
O: -11.030635 -16.602959 16.303742
C: -9.986219 -17.517488 16.621836
H: -12.418970 -15.824093 14.478189
H: -13.255405 -14.195385 14.701365
H: -14.175344 -15.741503 14.793601
H: -14.996570 -16.872851 16.946366
H: -14.632356 -17.596826 18.534861
H: -14.979542 -18.587021 17.125738
H: -9.248145 -17.144113 17.334410
H: -9.391933 -17.610009 15.704242
H: -10.425885 -18.414929 16.975166
C: -18.025604 -16.027564 18.321033
O: -17.761755 -14.731901 18.686227
P: -18.232004 -14.372623 20.109758
O: -19.634739 -14.613524 20.385359
O: -17.595367 -12.928411 20.187135
C: -17.725094 -12.025467 21.349311
O: -17.300020 -15.134787 21.162920
C: -17.683148 -16.394870 21.842072
H: -17.752459 -16.673217 19.117282
H: -17.347855 -16.410215 17.546645
H: -19.087157 -16.105041 18.208162
H: -17.217083 -11.130360 21.059256
H: -17.233931 -12.455548 22.233493
H: -18.810158 -11.880362 21.412378
H: -16.741462 -16.954006 21.862200
H: -18.398612 -16.968147 21.241234
H: -18.078277 -16.175092 22.858880
C: -10.668956 -14.035391 25.835339
S: -10.042331 -15.524022 24.974761
O: -11.014202 -15.725066 23.845782
C: -8.524986 -14.741719 24.249698
H: -10.410515 -14.074290 26.931881
H: -11.747836 -13.959676 25.721598
H: -10.200295 -13.183471 25.309288
H: -8.841896 -13.920867 23.578183
H: -8.072925 -15.524512 23.652766
H: -7.824937 -14.421855 25.023481
C: -9.174205 -10.450811 20.669293
S: -8.881169 -11.061520 22.327425
O: -8.650332 -12.501329 22.112831
C: -7.154734 -10.541753 22.394486
H: -8.633433 -11.117978 19.958190
H: -8.890408 -9.465320 20.341077
H: -10.256291 -10.583603 20.444115
H: -6.795180 -11.111748 23.233140
H: -7.072477 -9.452241 22.451289
H: -6.789328 -11.073392 21.442773
C: -17.416375 -11.239501 16.872941
S: -17.004835 -9.685093 17.625901
O: -17.316295 -9.902654 19.026181
C: -15.245221 -9.890518 17.433882
H: -18.481676 -11.365906 16.902818
H: -16.995974 -11.928397 17.654650
H: -16.936646 -11.613384 16.016895
H: -14.774098 -8.947081 17.801497
H: -15.095210 -10.049342 16.295023
H: -14.964539 -10.733382 18.075090
C: -13.100181 -6.684347 19.592731
S: -12.277358 -6.625705 17.939076
O: -13.037675 -7.634323 17.190967
C: -12.854410 -4.945763 17.534826
H: -12.834534 -5.840450 20.172580
H: -12.677968 -7.524845 20.106218
H: -14.155631 -6.625150 19.379132
H: -13.925302 -4.925825 17.522522
H: -12.348246 -4.630181 16.597044
H: -12.499575 -4.337696 18.332269
C: -9.134666 -10.847729 16.767966
S: -10.431863 -12.027937 16.123213
O: -9.670812 -13.274955 15.943972
C: -11.409419 -12.150955 17.617526
H: -9.132341 -10.030175 16.030812
H: -8.229862 -11.332537 16.468381
H: -9.131817 -10.500884 17.791202
H: -11.693735 -11.174247 17.992011
H: -10.790681 -12.695586 18.324404
H: -12.320230 -12.779203 17.497452

Forces on the atoms, in the same order (eV/Å):
C 0.3461 0.4186 1.1173
C 1.8085 0.3970 -0.1937
C 0.0077 1.1753 0.0359
O 0.1661 -1.1427 -1.1821
C 1.0326 0.8913 0.6874
O -0.3629 -0.5863 -0.1729
O -0.1798 -0.1297 -0.2065
H -0.7673 -0.7638 -0.2154
H 0.3276 -0.0029 -0.5408
H -0.3680 -0.1158 0.0308
H -1.5014 -0.4044 0.4349
H -0.4544 0.5091 1.1803
H -0.2257 -0.3506 -0.9235
C -1.5782 -0.9272 -1.1979
C 1.5477 0.7153 -2.8081
C 0.7190 1.8813 0.5922
O -0.3397 -2.5419 0.0783
C -1.0978 -1.9870 1.0404
O -0.0900 2.7784 -0.6316
O 0.0310 -0.1261 0.2919
H 0.1234 -0.4145 0.5442
H 0.3316 -0.1803 0.4006
H 0.0397 1.4244 0.7634
H 0.6235 0.1104 1.4573
H -0.1862 -0.6165 0.2085
H -0.2487 0.0179 -0.6977
C 0.3746 -1.3175 -0.3439
C 0.2015 0.4077 -1.2321
C 0.5635 1.4963 0.8676
O 0.3620 -0.0022 0.2801
C 1.8989 -0.6412 1.2799
O -1.7093 0.9189 -0.6458
O -0.0590 -0.1680 -0.5202
H 0.7090 0.3617 0.0173
H -0.1868 0.1896 0.1902
H -0.3591 0.3919 -0.0074
H -1.2019 -0.8422 -0.1594
H -0.2830 -0.9716 0.2873
H -0.3741 0.1525 -0.0321
C 0.0720 -0.6749 0.3019
O 1.1487 1.8225 0.8746
P 0.5318 0.7361 -0.1518
O -0.9033 0.3561 -0.3903
O 0.5629 -0.0354 -0.3621
C -0.0016 -0.8012 -0.2444
O -0.6012 -0.5807 -0.4571
C 1.9580 -1.8742 0.2892
H -0.1596 -0.5845 -0.1435
H -0.5155 -0.5438 -0.8002
H -0.2041 -0.1181 0.2104
H -0.6552 0.1808 0.0519
H 0.4163 0.3268 0.1349
H 0.1592 0.5120 -0.1108
H -0.5711 0.5426 0.0435
H -0.6905 0.7285 0.8572
H -0.5248 0.3584 -0.3535
C 0.0105 -0.2091 0.7508
O -0.1499 0.1861 0.0319
P -2.1652 -1.1929 -0.2688
O 0.2470 -0.0673 0.9343
O 1.1569 1.4073 0.1056
C 0.1966 -0.8623 0.2436
O 1.1769 -0.1084 -0.7341
C 1.0791 0.6988 -0.6967
H -0.1301 0.4361 -0.0582
H 0.0852 -0.2711 -0.4842
H -0.0439 0.0869 -0.2184
H -0.5475 0.9869 -0.3334
H 0.1548 0.1830 -0.0642
H 0.2175 -0.1532 -0.0381
H -0.5136 0.3480 0.3691
H -0.4702 -0.4808 0.1162
H -0.0904 -1.0972 0.1273
C 0.2370 -1.7947 -0.3328
O 1.4589 1.5908 -1.2163
P 1.1125 1.2247 2.7016
O -1.1952 0.0546 -0.0351
O 0.1154 0.2608 0.2843
C -0.6276 -1.3588 -1.0099
O -0.2523 -0.9445 0.2578
C 0.4929 0.6964 -0.3958
H 0.1342 -0.8704 1.0952
H -0.6826 0.7258 -0.4888
H -0.5573 -0.5814 -0.9094
H 0.0850 0.5364 -0.2691
H -0.4846 -0.1045 -0.2032
H 0.4199 0.2804 0.7196
H -0.3067 0.0877 0.2990
H -0.0583 0.3422 0.2802
H 0.2582 -0.1022 -0.8361
C 0.9375 0.3424 0.5424
S -0.1251 0.6060 -0.2469
O 0.5392 0.1759 0.2184
C -1.0289 -0.1322 -0.0804
H -0.1044 0.1435 -1.1874
H 0.0125 -0.3668 -0.0900
H -0.3089 -0.1778 0.5634
H 0.1743 -0.3401 0.4845
H 0.1508 -0.2075 -0.0815
H -0.1963 0.0073 0.0541
C -1.0243 -1.0122 -1.7119
S 0.7415 1.3388 -0.5116
O -0.5921 -1.6296 -0.0238
C -0.5107 -0.6762 -1.5349
H -0.1949 -0.0259 0.8089
H 0.0180 0.4258 1.0303
H 0.5780 0.1705 0.2450
H 0.4873 0.2320 0.4825
H 0.3919 -0.2961 -0.0609
H -0.0559 1.2517 1.3552
C 0.3186 -1.4618 2.4878
S 0.4236 0.6618 -2.2563
O -0.5003 -0.0494 2.2237
C 0.2327 0.6862 -1.1530
H -0.4950 -0.0360 -0.2973
H -0.6286 0.3351 -0.3076
H 0.3907 0.3651 -1.6873
H -0.1090 -0.8823 -0.5659
H 0.2163 0.2889 1.9957
H 0.1440 0.0088 -0.3359
C 0.9452 0.5295 -1.1929
S -0.0620 0.8916 1.8081
O -0.4471 -0.6449 -1.1498
C 1.0148 -0.7381 -0.8740
H 0.4640 1.1300 0.4851
H -0.5158 -0.9042 0.0882
H -0.3666 -0.6691 0.1032
H -0.6016 0.0006 -0.3618
H -0.6976 -0.2174 0.4828
H 0.3963 0.6120 0.6818
C -0.6519 0.4284 -1.7702
S 0.3154 1.2986 0.3650
O 0.0718 -1.0230 -0.0233
C -0.5769 -0.9337 0.3336
H -0.4030 0.2940 0.6286
H 0.6471 -0.7825 0.3973
H -0.2986 -0.1304 0.1655
H 0.0056 0.2448 -0.0144
H 0.2208 0.0834 0.3402
H 0.6323 0.4940 -0.4006

## Properties
Highest occupied orbital energy (eV): -8.5
M (g/mol): 1117.17
Net charge: 0
Electronic energy (hartree): -6197.5173